10 unconnected molecules or ions with the total composition C11H44N19O9S. Source: the Open Molecules 2025 dataset; level of theory: the ωB97M-V functional and the def2-TZVPD basis.

XYZ file:
```
84
Properties=species:S:1:pos:R:3:forces:R:3
C 0.429793 1.018258 -2.503672 0.32 0.39 -0.11
S -0.836730 -0.128999 -1.923562 0.09 -0.25 -0.21
C -2.427026 0.888728 -1.636932 -0.44 0.26 0.54
N -3.568755 0.537801 -2.394140 0.38 0.25 -0.61
H 1.267879 0.932890 -1.797340 -0.34 0.15 -0.38
H 0.748576 0.743316 -3.523967 -0.27 0.06 0.52
H 0.020858 2.039590 -2.470028 0.22 -0.37 -0.04
H -1.146042 -0.743094 -3.079206 -0.03 -0.03 -0.01
H -2.571615 0.736564 -0.547780 0.13 -0.07 -0.63
H -2.106017 1.925699 -1.825015 -0.27 -0.36 0.18
H -3.701078 1.109100 -3.222592 0.13 -0.13 0.15
H -3.722787 -0.434090 -2.635337 -0.06 0.06 0.49
C 2.967882 2.151929 0.203923 -0.19 -0.15 -0.02
O 2.098266 2.862748 -0.286519 0.01 0.08 -0.06
N 2.717474 0.833535 0.445677 -0.02 -0.24 -0.08
N 4.212322 2.597590 0.501899 0.13 0.07 -0.03
H 3.348691 0.168525 0.853862 0.07 0.13 0.11
H 1.782327 0.531590 0.251516 0.07 -0.07 0.12
H 4.416376 3.562736 0.312763 0.01 -0.03 0.01
H 4.920404 2.017003 0.911465 -0.02 0.01 0.02
C 4.086668 -0.820495 -3.279964 -0.39 0.07 0.19
O 4.897243 -1.563950 -2.751809 0.10 -0.15 -0.01
N 3.698995 0.361498 -2.702834 0.02 0.17 0.12
N 3.433850 -1.105508 -4.428840 -0.06 -0.41 -0.18
H 2.983220 0.932198 -3.105457 0.23 0.19 -0.10
H 4.150409 0.663890 -1.860244 0.04 -0.04 -0.06
H 3.641085 -1.974783 -4.887948 0.09 0.12 -0.09
H 2.777035 -0.505814 -4.897847 0.19 0.05 -0.16
C 1.218744 -4.174864 -3.465993 0.17 -0.19 0.10
O 0.692023 -3.185788 -3.958575 -0.21 0.34 0.06
N 0.522460 -5.326178 -3.242701 -0.11 -0.01 0.05
N 2.529289 -4.206825 -3.099934 0.01 0.13 -0.05
H 0.937280 -6.153419 -2.856981 -0.01 0.00 -0.04
H -0.441487 -5.343624 -3.519783 0.05 -0.04 -0.02
H 3.084442 -3.381414 -3.245883 0.04 0.03 0.13
H 2.966517 -5.006308 -2.681613 -0.03 -0.01 -0.03
C -1.478008 -0.096247 2.535823 0.01 0.28 0.03
O -2.574238 -0.447781 2.089030 -0.18 -0.03 0.20
N -0.417929 0.039437 1.695304 0.37 0.11 -0.15
N -1.223488 0.237195 3.816787 -0.10 -0.31 0.08
H 0.486185 0.363681 2.024564 -0.07 -0.24 -0.04
H -0.639545 -0.135040 0.735131 0.30 -0.08 -0.03
H -1.976710 0.159160 4.491880 -0.13 0.20 0.01
H -0.296903 0.517550 4.095166 0.04 0.06 -0.07
C 2.200921 0.488433 -8.006892 0.05 -0.12 -0.19
O 2.479090 -0.180875 -7.021591 -0.09 0.05 0.26
N 0.939176 0.527899 -8.521333 -0.13 0.10 0.08
N 3.131349 1.230911 -8.662549 0.08 0.11 0.04
H 0.706773 1.022680 -9.362095 0.00 -0.06 -0.02
H 0.264994 -0.096316 -8.118118 0.02 0.00 -0.06
H 4.074309 1.191537 -8.320273 -0.03 0.00 -0.02
H 2.933579 1.755081 -9.494145 0.01 -0.03 0.00
C -4.617639 0.935891 4.745778 0.34 -0.21 -0.07
O -3.627250 0.366033 5.227802 -0.12 -0.02 0.25
N -5.266842 1.906405 5.421857 -0.14 0.14 0.13
N -5.071603 0.607180 3.520859 -0.17 -0.02 -0.17
H -6.070680 2.382763 5.056718 0.02 -0.01 0.02
H -4.930447 2.142239 6.338141 -0.03 -0.03 -0.03
H -4.506953 -0.033903 2.981049 0.04 0.09 -0.05
H -5.882608 1.032242 3.110616 0.03 -0.01 -0.01
C 2.258531 -0.460908 4.394127 -0.04 0.10 0.08
O 1.889279 0.373762 3.561341 -0.14 -0.02 -0.04
N 1.462168 -1.474809 4.806289 -0.18 -0.11 -0.10
N 3.488747 -0.394762 4.954887 0.22 -0.04 0.00
H 1.728162 -2.157844 5.491901 0.06 0.06 0.00
H 0.535802 -1.529722 4.418559 -0.01 -0.06 0.01
H 4.073879 0.381380 4.704899 -0.03 -0.02 0.03
H 3.809687 -1.045637 5.647659 0.00 0.03 0.01
C -3.550341 -3.341388 5.441513 0.01 -0.09 -0.12
O -3.534648 -4.547843 5.618596 0.02 0.00 -0.01
N -3.207338 -2.775604 4.238893 0.16 -0.12 -0.03
N -3.901474 -2.448849 6.406911 -0.01 0.10 0.07
H -3.233931 -1.789396 4.059504 -0.07 0.08 0.00
H -2.966800 -3.405060 3.496374 -0.05 0.02 0.00
H -4.172191 -2.823672 7.297088 0.02 0.05 -0.03
H -3.881514 -1.456029 6.238010 -0.03 0.02 0.07
C -1.486426 4.082830 0.587753 0.16 -0.05 0.01
O -2.217650 4.707524 -0.161375 -0.10 0.02 -0.18
N -1.861428 2.870150 1.106912 -0.04 -0.22 -0.19
N -0.243915 4.505326 0.938097 -0.15 0.20 0.13
H -1.300534 2.335503 1.743473 -0.01 0.06 0.08
H -2.794918 2.562909 0.903287 -0.04 0.09 0.22
H 0.066237 5.380220 0.556241 0.03 -0.07 -0.01
H 0.376536 3.975702 1.520954 0.04 -0.03 -0.12
```
Forces are in eV/Å.

Calculated values
- Largest force on an atom: 0.8 eV Å⁻¹
- Charge: +1
- LUMO: -2.79 eV
- HOMO: -10.9 eV
- Gap between HOMO and LUMO: 8.134 eV

Löwdin atomic charge list, values in e, 5 entries:
1 C -0.28
2 S 1.08
3 C -0.41
4 N 0.01
5 H 0.00